9
Properties=species:S:1:pos:R:3:forces:R:3:mulliken_charge:R:1 method="wB97M-V/def2-TZVPD" e_tot_ev=-18066.2697 e_above_lowest_ev=2.051 homo_lumo_gap_ev="8.14 / 8.13" largest_force_ev_per_a=4.274 total_charge=0
O 0.074 -0.446 0.101 -0.1168 -0.4566 0.4129 -0.25
Si -0.812 -1.551 -0.436 -0.5149 1.0425 -1.1207 0.37
O -1.174 -1.684 -2.001 -0.4377 -0.4308 -0.2318 -0.47
H -1.744 -2.502 0.166 0.4108 -0.1760 0.4085 -0.05
H -1.457 -1.087 -2.703 0.4921 -0.0196 0.4373 0.36
N 1.159 3.020 -0.043 -0.0243 0.0746 -0.0146 -0.36
C 1.219 2.207 0.779 -1.2144 2.3938 -0.8587 0.55
N 1.491 1.172 1.498 1.9353 -3.4838 1.5436 0.14
O 1.244 0.872 2.640 -0.5300 1.0560 -0.5764 -0.29